No. 1
A structure of composition C20H22BrCl3GeMnN2O4. Source: the Open Molecules 2025 dataset; level of theory: wB97M-V/def2-TZVPD.

The geometry in XYZ format:
```
54
Properties=species:S:1:pos:R:3:forces:R:3:lowdin_charge:R:1
Br 6.3785 -0.8337 0.9827 0.1 0.0 0.0 0.804
Ge -1.5646 2.1677 -1.7727 -0.1 -0.1 0.1 0.746
Mn 0.0008 -0.6274 -2.0290 0.5 0.0 -0.1 0.961
Cl -3.0736 -4.0739 -3.4342 0.0 -0.1 0.0 0.675
Cl -3.1932 -1.9247 -5.3567 0.0 0.0 -0.1 0.671
Cl -3.9242 -1.4285 -2.5899 0.0 0.0 0.0 0.653
O 0.5003 -0.8594 -0.2116 0.2 0.0 0.3 -0.170
O -0.9649 -0.8342 -3.7696 -0.4 0.1 0.2 -0.095
O -0.8128 -2.5403 -2.4177 -0.4 0.0 0.2 -0.026
O 2.1829 -1.1953 -2.1799 -0.1 0.2 0.1 -0.152
N 1.5548 -0.5432 3.7871 -0.1 0.0 0.1 0.212
N -0.0342 -0.5864 2.3154 -0.1 0.0 0.3 0.222
C -2.5833 2.0681 -3.4177 -0.1 0.0 -0.1 -0.208
C 4.5299 -0.8645 0.6398 -0.1 0.0 -0.1 -0.678
C 2.2531 -0.7593 1.4048 0.1 0.1 0.2 -0.056
C 0.3594 -0.4295 4.5005 0.2 0.0 0.1 -0.155
C 0.2130 1.3562 -2.0102 0.0 0.2 -0.3 -0.281
C -1.2264 -0.2087 6.2207 0.0 0.0 0.0 -0.057
C 3.0525 -1.2295 -3.3216 0.0 0.0 0.0 -0.007
C 2.7452 -1.0135 -0.9389 -0.1 -0.1 0.0 -0.184
C -0.6569 -0.4581 3.5569 0.0 0.0 -0.2 -0.148
C 4.0897 -1.0024 -0.6879 0.1 0.0 0.2 -0.029
C -2.2561 -0.2296 5.2661 0.0 0.0 0.0 -0.056
C -2.8668 -2.3565 -3.6899 0.1 0.0 -0.1 -1.525
C 1.7865 -0.8618 0.0981 -0.1 -0.2 -0.5 -0.238
C -1.9936 -0.3540 3.9165 0.0 0.0 0.0 0.010
C -2.3118 1.1796 -0.2476 -0.1 -0.2 0.0 -0.225
C 3.6382 -0.7570 1.6697 -0.1 0.0 0.0 -0.069
C -1.4500 -1.9156 -3.2923 0.4 -0.2 -0.2 -0.782
C -1.4105 4.0269 -1.2426 0.0 0.2 0.0 -0.213
C 1.2872 -0.6352 2.4776 0.1 0.0 -0.1 -0.150
C 0.1026 -0.3068 5.8588 0.0 0.0 0.0 0.007
H 4.8161 -1.1085 -1.4803 0.0 0.0 0.0 0.112
H -3.2813 -0.1444 5.5980 0.0 0.0 0.0 0.115
H 2.4784 -0.5537 4.1851 0.0 0.0 0.0 0.172
H -2.3072 0.0958 -0.4065 0.0 0.0 0.0 -0.011
H 3.7079 -2.0973 -3.2636 0.0 0.0 0.0 0.109
H -1.6895 1.4030 0.6226 0.0 0.0 0.0 0.014
H -2.5445 1.0861 -3.8829 0.0 0.0 0.0 -0.013
H -0.4403 -0.6538 1.3857 0.0 0.0 0.0 0.141
H 0.8847 1.6568 -1.2030 0.1 -0.1 0.0 0.024
H -2.4127 4.4214 -1.0675 0.0 0.0 0.0 0.029
H 3.6351 -0.3103 -3.3772 0.0 0.0 0.0 0.111
H -0.8293 4.1465 -0.3287 0.0 0.0 0.0 0.023
H -3.3397 1.4672 -0.0277 0.0 0.0 0.0 0.029
H 2.4083 -1.3147 -4.1918 0.0 0.0 0.0 0.105
H 4.0153 -0.6630 2.6786 0.0 0.0 0.0 0.105
H 0.8945 -0.2867 6.5943 0.0 0.0 0.0 0.122
H -3.6258 2.3345 -3.2423 0.0 0.0 0.0 0.031
H 0.6524 1.6220 -2.9770 0.0 -0.1 0.0 0.031
H -1.4821 -0.1140 7.2667 0.0 0.0 0.0 0.115
H -0.9497 4.6188 -2.0330 0.0 0.0 0.0 0.026
H -2.1591 2.7943 -4.1130 0.0 0.0 0.0 0.032
H -2.7836 -0.3695 3.1789 0.0 0.0 0.0 0.121
```
Positions in Å, forces in eV/Å.

- ΔE to the lowest compared entry with this formula, charge and spin (kcal/mol) = 0.0
- frontier orbital gap (spin up / spin down) (eV) = 7.6952 / 8.0252
- E_LUMO (spin up / spin down) (Eh) = -0.1341 / -0.1241
- multiplicity = 5
- total energy (eV) = -227709.2144
- net charge = +1

No. 2
A structure of composition C20H22CaN2. Source: the Open Molecules 2025 dataset; level of theory: wB97M-V/def2-TZVPD.

The geometry in XYZ format:
```
45
Properties=species:S:1:pos:R:3:forces:R:3:lowdin_charge:R:1
Ca 0.4406 0.7966 -0.1754 -1.5 -0.5 0.0 1.286
N -0.0637 -1.0186 2.4277 0.8 3.5 -1.1 0.075
N -0.2110 0.2447 1.9482 0.8 -3.4 1.4 -0.130
C -1.4868 2.9658 4.8516 0.0 -0.3 -0.3 -0.095
C 0.1127 2.2821 -3.2452 -0.1 0.0 -0.3 -0.198
C -0.9007 2.5062 2.5328 -0.1 -0.9 0.6 -0.040
C -1.0769 1.6793 5.2257 0.3 -0.7 0.3 -0.080
C -0.4872 -1.4368 -2.8650 0.6 -1.0 0.2 -0.181
C 0.8026 -0.7190 -3.3630 -0.4 0.3 0.4 -0.169
C -0.6031 0.7701 4.2646 -0.4 1.1 0.6 -0.030
C 1.2544 1.6124 -2.4724 0.2 0.5 -1.3 -0.214
C 0.7776 -1.8415 1.6797 -0.2 -1.6 0.2 -0.337
C -1.4079 3.3721 3.5068 0.4 -0.3 0.0 -0.088
C 1.3950 0.2841 -2.3570 1.5 -1.4 -0.4 -0.225
C -1.1925 1.4300 -3.3678 -0.1 0.5 -0.1 -0.281
C 1.2354 -1.5340 0.3837 -0.7 1.5 -0.5 -0.175
C 1.0969 -3.1017 2.3018 -0.1 1.0 -1.5 -0.015
C -1.6267 0.7228 -2.1275 0.5 1.4 0.8 -0.263
C 2.1922 -3.7774 0.2511 -0.5 1.3 -1.1 -0.085
C 1.8574 -4.0279 1.5665 -0.5 0.2 1.7 -0.109
C 1.8257 -2.5423 -0.3535 0.6 -1.2 0.6 -0.154
C -1.3375 -0.6792 -1.8677 -0.7 -0.5 0.9 -0.353
C -0.6015 1.1767 2.9231 -0.2 -0.4 0.2 -0.295
H -0.1629 3.2183 -2.6983 0.3 -0.7 -0.2 0.109
H -1.1149 1.3310 6.2890 0.0 0.6 -1.0 0.116
H -2.0726 -1.3837 -1.5074 -2.8 -0.8 -2.3 0.094
H -1.0754 -1.7440 -3.7685 0.2 0.5 0.8 0.127
H -1.3602 -0.8733 -0.7443 3.3 0.7 0.9 0.090
H 2.1681 -4.9491 2.0632 -0.1 0.2 -0.3 0.098
H 1.5640 -1.4826 -3.5909 -0.1 0.3 0.2 0.110
H 0.3749 2.6158 -4.2658 0.4 0.0 0.3 0.109
H -1.8511 3.6451 5.6184 0.0 0.0 -0.2 0.098
H -0.2190 -2.3920 -2.3758 0.1 0.3 -0.3 0.102
H -1.7362 4.3609 3.2028 0.1 0.0 0.2 0.101
H -2.5211 1.1663 -1.7225 -0.4 -0.3 0.3 0.052
H 2.7220 -4.5045 -0.3446 0.1 -0.2 0.1 0.094
H 0.6151 -0.1979 -4.3213 0.1 -0.2 0.6 0.106
H -1.1621 0.8056 -4.2707 0.1 0.0 0.1 0.093
H -0.7220 2.8094 1.4886 -0.5 0.0 0.5 0.088
H 0.7157 -3.2358 3.3012 0.1 -0.5 0.2 0.095
H 2.0367 -2.3865 -1.4198 0.2 -0.1 0.4 0.071
H 1.9971 2.3322 -2.0729 -0.6 -0.6 0.7 0.115
H 1.9940 -0.2486 -1.4843 -0.5 1.2 -2.0 0.086
H -1.9739 2.1723 -3.5574 0.1 0.0 -0.3 0.097
H -0.2115 -0.2236 4.5126 -0.4 0.6 0.0 0.104
```
Positions in Å, forces in eV/Å.

- frontier orbital gap (spin up / spin down) (eV) = 3.5951 / 4.4676
- E_LUMO (spin up / spin down) (Eh) = -0.0512 / -0.0378
- total energy (eV) = -42508.6735

No. 3
An isolated molecule of C20H22F3N3O3. Source: the Open Molecules 2025 dataset; level of theory: wB97M-V/def2-TZVPD.

The geometry in XYZ format:
```
51
Properties=species:S:1:pos:R:3:forces:R:3:lowdin_charge:R:1
F -5.0188 -3.4490 4.2444 -0.1 0.1 -0.2 0.141
F -3.8852 -2.5754 5.8475 0.1 0.2 0.1 0.137
F -3.1287 -4.3023 4.8140 0.2 -0.1 -0.1 0.144
O -0.8017 1.4891 -1.0302 -0.2 0.3 0.3 0.054
O -0.7082 -3.7769 0.6168 0.0 -0.1 0.0 0.117
O 5.1623 5.7460 -4.9974 0.1 0.2 -0.1 0.070
N 4.7763 3.8106 -3.9275 0.5 0.0 -0.1 0.055
N 4.0184 2.9441 -3.2031 -0.3 -0.7 0.3 0.104
N 0.2525 -0.2376 -2.0037 -0.2 -0.3 -0.1 -0.044
C 2.1922 2.4186 -1.7831 -0.1 -0.1 -0.2 -0.124
C 1.4445 -2.4013 -0.5399 0.0 0.2 0.1 -0.147
C -0.5772 -1.1639 -1.2650 -0.3 0.2 0.4 -0.091
C 0.1983 -1.6700 -0.0344 0.1 -0.4 -0.3 -0.221
C -1.6093 -1.9257 1.7646 -0.4 -0.1 0.4 -0.115
C 3.0281 5.4736 -3.8870 0.1 0.1 0.1 -0.080
C -2.7239 -0.0392 2.7647 -0.1 0.0 0.1 -0.044
C -1.8619 -0.5546 1.8113 0.1 -0.2 0.0 -0.003
C -3.7661 -3.1389 4.6332 -0.2 -0.2 0.2 -0.588
C 4.4243 5.0671 -4.3213 -0.3 0.2 0.0 -0.479
C -2.2344 -2.7639 2.6884 0.0 0.1 0.0 0.062
C 3.0248 3.3947 -2.5500 0.0 0.2 0.0 -0.310
C -3.0801 -2.2350 3.6467 0.0 -0.1 0.0 -0.105
C -3.3343 -0.8688 3.6886 0.1 -0.1 -0.1 0.000
C 0.0607 1.0870 -1.7928 0.1 0.2 -0.4 -0.454
C 1.4306 -0.8747 -2.5491 0.5 0.0 0.0 -0.141
C -0.7056 -2.5778 0.7745 0.2 0.3 -0.1 -0.318
C 2.6694 4.8551 -2.5372 0.2 0.0 -0.3 -0.113
C 0.9225 2.0616 -2.5751 0.0 0.0 0.3 -0.088
C 2.2767 -1.4667 -1.4148 -0.2 -0.1 -0.1 -0.156
H 1.1334 -3.2785 -1.1097 0.0 0.0 0.0 0.122
H 2.0393 -2.7497 0.3060 0.0 -0.1 0.0 0.125
H 5.6396 3.4166 -4.2796 -0.2 0.2 0.0 0.154
H 0.3219 2.9626 -2.7131 0.0 -0.1 0.0 0.122
H 1.1009 -1.6796 -3.2154 0.1 0.1 0.0 0.133
H 2.9667 6.5612 -3.8644 0.1 -0.1 -0.1 0.124
H -1.4145 0.1267 1.1045 0.1 0.1 -0.1 0.097
H -2.9205 1.0213 2.7864 0.0 0.1 0.0 0.111
H 3.2510 5.3367 -1.7428 -0.1 0.0 0.0 0.134
H 1.8996 2.8535 -0.8255 0.0 0.0 0.1 0.131
H 2.3408 5.1147 -4.6603 0.0 0.0 0.0 0.132
H -1.4951 -0.6485 -0.9811 0.1 -0.1 -0.1 0.123
H 2.0237 -0.1699 -3.1283 -0.1 0.0 0.0 0.113
H -2.0384 -3.8251 2.6429 0.0 0.0 0.0 0.132
H 3.1226 -2.0056 -1.8424 0.1 0.0 0.0 0.117
H 0.4963 -0.8086 0.5693 -0.1 0.0 0.0 0.152
H -0.8258 -2.0105 -1.9111 0.0 0.0 0.0 0.146
H 1.6133 5.0019 -2.3104 0.0 0.0 0.1 0.117
H 1.1858 1.6667 -3.5556 0.0 0.0 0.0 0.116
H 2.7863 1.5224 -1.6058 0.0 0.0 0.1 0.103
H -3.9986 -0.4671 4.4384 0.0 0.0 0.1 0.124
H 2.6697 -0.6545 -0.7985 0.1 0.1 0.0 0.109
```
Positions in Å, forces in eV/Å.

- ΔE to the lowest compared entry with this formula, charge and spin (kcal/mol) = 0.0
- frontier orbital gap (eV) = 9.2511
- E_LUMO (Eh) = -0.0032
- total energy (eV) = -39863.7492

No. 4
A structure of composition C20H22F6IN3O7OsS2. Source: the Open Molecules 2025 dataset; level of theory: wB97M-V/def2-TZVPD.

The geometry in XYZ format:
```
62
Properties=species:S:1:pos:R:3:forces:R:3:lowdin_charge:R:1
Os -0.1070 -0.5903 0.8158 0.6 -0.3 -0.8 1.291
I -1.7289 -0.1097 2.8446 0.3 0.1 0.1 1.376
S -1.6688 -2.7657 -0.7862 -0.2 0.0 0.3 0.713
S -0.1965 -3.8980 1.2934 -0.1 0.0 -0.1 0.685
F -3.5713 -4.4300 -1.3634 0.0 0.0 0.0 0.201
F -4.1212 -2.9368 0.1076 0.0 0.0 0.0 0.180
F -2.5521 -3.5497 2.3970 0.0 0.0 0.0 0.128
F -1.5244 -5.3590 3.0046 0.0 0.0 0.0 0.211
F -0.8824 -3.4329 3.7683 0.0 0.0 0.0 0.137
F -3.9245 -2.3804 -1.9764 0.0 0.0 0.0 0.189
O -1.7679 -1.5304 0.0993 0.1 0.2 -0.4 -0.531
O 1.6544 0.2207 1.6208 0.1 0.0 0.1 -0.356
O 0.3804 -2.5432 1.5045 -0.1 -0.1 0.1 -0.477
O 0.9854 -1.0283 -0.7957 -0.8 -0.3 1.5 -0.115
O 0.7352 -4.9552 1.3636 0.0 0.0 0.0 -0.178
O 0.8168 4.0480 -2.3033 0.1 0.0 0.1 -0.047
O -1.1014 -2.5324 -2.0707 0.0 0.0 0.1 -0.215
N 2.3712 -0.2556 -3.9360 -0.1 -0.3 0.3 0.169
N -0.7085 1.1786 0.0239 -0.1 -0.3 0.3 -0.070
N -1.1163 -3.9692 0.0187 0.3 0.1 0.0 -0.255
C 2.0237 1.0231 -4.0060 -0.4 0.7 0.5 0.010
C -3.4742 2.2496 2.3543 0.1 -0.1 0.0 -0.112
C 1.9958 -0.9534 -2.8828 0.0 0.4 0.2 -0.176
C 0.8167 1.0542 -1.9238 -0.3 -0.1 0.3 -0.016
C -3.4767 -3.1671 -1.0193 0.1 0.0 0.0 -0.685
C 1.2395 1.7374 -3.0521 0.7 -0.2 -0.8 -0.085
C 1.2388 -0.3132 -1.8010 0.2 0.4 -1.1 -0.225
C 2.8858 -0.6101 1.8777 0.0 -0.1 0.1 -0.168
C -3.4419 3.7330 0.4817 0.0 0.0 0.0 -0.021
C 1.8466 1.4171 2.4921 0.1 0.1 -0.1 -0.195
C -1.3819 -4.0912 2.7219 0.1 0.0 0.0 -0.675
C -2.4154 1.5538 1.7950 -0.1 0.2 0.0 -0.570
C -2.3900 3.0242 -0.0724 0.0 0.0 0.0 0.011
C -1.8291 1.9300 0.5888 0.1 -0.1 -0.1 -0.274
C 0.9018 3.1709 -3.4074 -0.1 0.0 -0.1 -0.176
C -3.9845 3.3570 1.6995 0.0 0.1 -0.1 -0.024
C -0.1207 1.6911 -1.0087 0.3 -0.1 -0.5 -0.015
C 3.2232 -1.7340 0.9371 -0.2 0.1 -0.2 -0.052
C 2.3214 -2.3930 -2.8074 0.0 -0.1 0.1 0.028
C 0.9111 2.5777 2.3052 -0.1 -0.1 -0.2 -0.054
H -3.8458 4.5789 -0.0570 0.0 0.0 0.0 0.129
H 2.4633 -2.5012 0.8559 0.1 0.0 0.0 0.052
H 2.8506 1.7570 2.2480 0.0 0.0 0.1 0.126
H 1.8474 1.0523 3.5191 -0.1 0.0 0.0 0.137
H -0.0952 2.3993 2.6641 -0.1 0.0 0.0 0.038
H 2.8817 -2.6203 -1.8975 0.0 0.0 0.0 0.092
H -3.9056 1.9290 3.2934 0.0 0.0 0.0 0.112
H 4.1139 -2.1986 1.3644 0.0 0.0 0.0 0.115
H -4.8121 3.9042 2.1291 0.0 0.0 0.0 0.130
H 1.3986 -2.9772 -2.7526 0.0 0.0 0.0 0.098
H -0.0711 3.1741 -3.9097 0.0 0.1 0.0 0.149
H -0.3647 2.7046 -1.2818 0.0 0.0 0.0 0.103
H 1.6263 3.5280 -4.1409 0.0 0.0 0.0 0.136
H 2.8960 -2.6788 -3.6826 0.0 0.0 0.0 0.107
H 3.6986 0.1108 1.8398 0.0 0.0 0.1 0.125
H 2.7832 -0.9613 2.9038 -0.1 -0.1 0.0 0.140
H -2.0512 3.3372 -1.0487 0.0 0.0 0.0 0.120
H 1.3221 3.3896 2.9076 0.0 0.0 0.0 0.111
H 0.8827 2.9280 1.2741 0.0 0.0 0.0 0.083
H 3.4931 -1.3686 -0.0516 0.0 0.0 0.0 0.077
H 1.6475 4.5228 -2.1949 0.0 0.0 0.0 0.116
H 2.3783 1.5527 -4.8848 0.0 0.0 0.0 0.141
```
Positions in Å, forces in eV/Å.

- ΔE to the lowest compared entry with this formula, charge and spin (kcal/mol) = 0.0
- frontier orbital gap (spin up / spin down) (eV) = 6.1362 / 5.0646
- E_LUMO (spin up / spin down) (Eh) = -0.3223 / -0.3584
- total energy (eV) = -88424.4730
- net charge = +2